Entry 1:
Computed, not measured: one molecule with the formula C6H12BIO5, with ωB97M-V/def2-TZVPD.

Results
SMILES = CCOB(O)OC(=O)O[C@@H](I)CC
E_LUMO = 0.01091 hartree
orbital gap = 9.96 eV

Last column: Löwdin charge in e.
Cartesian coordinates (Å):
C 3.58290 -1.07075 1.28830  -0.054
C 3.05921 -0.81972 -0.10940  -0.220
O 2.94627 0.60028 -0.30099  0.119
B 1.96044 0.94547 -1.17332  -0.725
O 2.24246 1.57916 -2.36215  0.218
O 0.60473 0.63745 -0.88850  0.221
C -0.03558 1.55878 -0.15408  -0.575
O 0.49614 2.44259 0.49742  0.149
O -1.38787 1.40995 -0.24202  -0.027
C -1.92927 0.28417 0.40427  -0.699
I -1.26588 0.09002 2.45917  0.894
C -3.44885 0.39148 0.35106  -0.281
C -4.09348 -0.84734 -0.27066  -0.091
H 3.00947 -0.45305 1.96477  0.081
H 3.50801 -2.11563 1.55192  0.077
H 4.61429 -0.74761 1.34161  0.078
H 2.07855 -1.28299 -0.19035  0.118
H 3.72421 -1.23402 -0.85798  0.123
H 2.32962 0.92516 -3.05448  0.113
H -1.61195 -0.62077 -0.09577  0.083
H -3.85621 0.54218 1.33722  0.067
H -3.70492 1.26012 -0.24016  0.115
H -3.52054 -1.73913 -0.05396  0.071
H -5.08482 -0.99341 0.13739  0.071
H -4.21691 -0.74238 -1.33933  0.074

=====

Entry 2:
Computed, not measured: a 2-piece molecular cluster, C5H13N2 overall, with ωB97M-V/def2-TZVPD.

Results
relative energy (zero: lowest compared OMol25 entry of this formula, charge and spin) = 367.6 kJ/mol
charge = +2
E_LUMO (spin up / spin down) = -0.34504 / -0.48791 hartree
orbital gap (spin up / spin down) = 11.48 / 7.57 eV
spin multiplicity = 2

Last column: Mulliken spin population.
Cartesian coordinates (Å):
C 1.46995 -1.61145 1.59500  -0.002
C -0.91116 -1.45110 2.15712  0.002
N 0.06696 -1.22224 1.36259  0.030
H 2.06206 -0.70144 1.74417  0.000
H 1.77440 -2.15176 0.70438  0.001
H 1.55685 -2.18975 2.51309  0.002
H -0.77183 -2.08188 3.03245  0.003
H -1.81905 -0.88044 1.97271  0.000
H -0.21104 -0.72708 0.46173  -0.017
C 0.55181 2.35549 -1.40893  0.030
C -0.56271 1.52053 -0.75932  0.060
C -0.91244 -0.52667 -2.00842  -0.012
N -0.39831 0.09143 -1.03404  0.716
H 0.30645 3.39991 -1.24240  0.000
H 1.50973 2.09036 -0.94383  0.003
H 0.59864 2.17708 -2.47657  -0.002
H -1.53462 1.88264 -1.11720  0.080
H -0.56014 1.63707 0.33014  0.002
H -1.74905 -0.11855 -2.59231  0.061
H -0.46649 -1.49216 -2.29037  0.044

=====

Entry 3:
Computed, not measured: an isolated ion of composition C4H8NS and charge +1, with ωB97M-V/def2-TZVPD.

Results
relative energy (zero: lowest compared OMol25 entry of this formula, charge and spin) = 217.1 kJ/mol
SMILES = SCC=[N+]1CC1
charge = +1
E_LUMO = -0.16657 hartree
orbital gap = 9.06 eV

Last column: Löwdin charge in e.
Cartesian coordinates (Å):
S -1.31374 -2.31276 -0.08161  0.789
C -1.77371 -0.65397 -0.60605  -0.453
C -0.74772 0.43095 0.28107  0.017
N 0.35984 0.66926 -0.15270  -0.067
C 1.70231 1.03492 0.18167  0.045
C 1.40466 0.12540 -0.95838  0.003
H -0.13371 -2.30714 -0.63520  -0.177
H -2.85317 -0.44749 -0.45604  0.079
H -1.48863 -0.46280 -1.68242  0.087
H -1.14578 0.82343 1.26875  0.173
H 2.13381 0.59972 1.05999  0.147
H 1.70091 2.03029 -0.02908  0.113
H 1.44825 0.32391 -1.97736  0.121
H 1.56027 -0.93242 -0.82394  0.122

=====

Entry 4:
Computed, not measured: one molecule with the formula C2HN3O3, with ωB97M-V/def2-TZVPD.

Results
relative energy (zero: lowest compared OMol25 entry of this formula, charge and spin) = 291.9 kJ/mol
SMILES = O=c1nnoc(=O)[nH]1
E_LUMO = -0.04117 hartree
orbital gap = 10.24 eV

Last column: Löwdin charge in e.
Cartesian coordinates (Å):
O 2.19798 0.50733 -0.80397  0.133
C 1.20211 0.15005 -0.23709  -0.472
N 1.25297 -0.50287 1.06910  0.137
N 0.27525 -0.83223 1.69504  0.105
O -1.07286 -0.66303 1.16266  0.045
C -1.25505 -0.01011 -0.03746  -0.488
O -2.34312 0.17135 -0.52458  0.138
N -0.06533 0.39698 -0.68244  0.207
H -0.19196 0.78253 -1.64126  0.195

=====

Entry 5:
Computed, not measured: one molecule with the formula C3H8O2, with ωB97M-V/def2-TZVPD.

Results
relative energy (zero: lowest compared OMol25 entry of this formula, charge and spin) = 185.6 kJ/mol
SMILES = COCCO
E_LUMO = 0.03153 hartree
orbital gap = 10.18 eV

Last column: Löwdin charge in e.
Cartesian coordinates (Å):
C 1.23104 0.73796 0.58172  -0.107
O 0.80992 -0.51148 1.11467  -0.188
C 0.09104 -1.16589 0.10540  -0.225
C -1.09787 -0.28230 -0.35195  -0.191
O -0.83200 0.83827 -1.26295  -0.125
H 1.44434 1.39572 1.42251  0.090
H 2.11751 0.57949 -0.04282  0.094
H 0.47583 1.17909 -0.10322  0.059
H 0.75689 -1.46367 -0.72267  0.128
H -0.30333 -2.10091 0.54285  0.131
H -1.81675 -0.90424 -0.87650  0.109
H -1.51591 0.08564 0.59541  0.129
H -1.36072 1.61233 -1.00245  0.098

=====

Entry 6:
Computed, not measured: a 6-piece molecular cluster, C2H16O6 overall, with ωB97M-V/def2-TZVPD.

Results
relative energy (zero: lowest compared OMol25 entry of this formula, charge and spin) = 35.6 kJ/mol
SMILES = CCO.O.O.O.O.O
E_LUMO = 0.02017 hartree
orbital gap = 11.24 eV

Last column: Löwdin charge in e.
Cartesian coordinates (Å):
C -2.89047 1.28370 -0.28892  -0.082
C -3.34583 -0.04096 -0.85357  -0.315
O -3.11108 -1.02021 0.13396  -0.098
H -2.89066 2.09301 -0.96601  0.054
H -1.81825 1.19175 0.01369  0.070
H -3.45956 1.60254 0.59365  0.083
H -2.72045 -0.37156 -1.72439  0.130
H -4.37079 -0.13441 -1.23476  0.111
H -3.74725 -0.85301 0.84552  0.099
O 2.14213 -0.93858 2.01731  -0.135
H 2.69618 -1.33264 1.26009  0.037
H 2.14610 0.07601 1.91265  0.069
O 1.42008 1.28888 0.21839  -0.064
H 0.88810 2.09907 0.29700  0.065
H 0.75176 0.61104 0.11861  -0.009
O -0.26474 -0.73211 0.81287  -0.035
H -1.14807 -0.89557 0.94287  -0.029
H 0.34613 -1.00395 1.50868  0.021
O 3.72881 0.57610 -1.44035  -0.040
H 2.94442 1.02720 -1.16886  -0.009
H 4.46548 1.09195 -1.10897  0.052
O 3.00158 -1.99626 -0.36829  -0.048
H 2.09173 -2.29205 -0.47526  0.056
H 3.14464 -1.32991 -1.04589  0.017

=====

Energy / hartree: -934.67823 -307.02626 -609.78724 -466.75667 -269.52419 -537.23159